Density functional theory data (the ωB97M-V functional and the def2-TZVPD basis) for a 12-piece molecular cluster, C40H112N8O12 overall in a non-equilibrium geometry.

```
172
Properties=species:S:1:pos:R:3:forces:R:3:lowdin_charge:R:1
O -6.030 -0.011 -2.392 0.29 -1.66 -0.46 -0.199
O -3.604 4.544 2.748 -0.64 -0.54 0.62 -0.192
O -4.590 4.324 -1.651 0.46 -0.30 0.01 -0.169
O -1.195 -0.664 7.823 0.93 1.88 -0.03 -0.201
O -1.261 -4.851 2.312 1.02 -0.51 0.76 -0.072
O 1.603 3.865 3.858 -0.10 -0.51 0.59 -0.091
O -0.216 1.615 0.397 0.53 -0.78 0.14 -0.138
O 0.294 3.124 -4.305 -0.75 -0.02 0.21 -0.226
O 1.783 -6.082 -2.766 -0.26 0.35 -0.26 -0.217
O 0.442 -0.689 -4.286 -0.54 1.12 0.18 -0.201
O 0.504 -2.994 3.629 0.21 -0.23 -0.32 -0.124
O 6.958 0.824 -0.526 0.05 0.19 -0.16 -0.182
N -3.319 -0.356 -3.385 -0.87 -0.57 0.27 0.061
N -0.543 -0.855 5.205 -0.11 0.02 -1.11 0.065
N 3.728 -5.812 0.338 -0.21 0.96 0.28 0.064
N -0.949 2.159 3.277 0.45 -0.90 -0.71 0.071
N 3.669 -0.578 -1.212 0.01 0.44 0.47 0.074
N -1.602 2.190 -2.024 -0.47 0.51 0.73 0.074
N 2.809 1.391 -3.926 -0.18 0.03 -0.07 0.061
N -0.902 -4.142 -4.366 -0.36 -0.47 0.08 0.045
C 6.055 -0.176 -0.932 -0.25 -0.57 0.02 -0.238
C 2.813 -4.063 -1.126 0.85 0.75 1.09 -0.072
C -1.992 -0.033 8.804 -0.33 -0.95 0.34 -0.127
C 1.818 -2.980 4.154 0.89 -0.06 -0.42 -0.288
C -3.782 5.867 2.470 -0.27 1.63 -1.34 -0.146
C 3.604 3.383 -2.593 -1.57 -0.15 -0.71 -0.038
C -2.264 4.173 2.804 -0.30 -0.20 -0.28 -0.228
C 0.369 -0.654 0.940 0.53 0.48 -0.60 -0.066
C -0.216 0.300 7.319 -0.83 -1.35 0.83 -0.191
C -1.789 4.496 -1.256 0.33 0.24 -0.27 -0.047
C -0.330 4.029 -5.178 -0.88 -0.83 -0.53 -0.108
C -7.426 -0.126 -2.596 0.11 0.47 0.19 -0.120
C 0.444 -0.363 6.146 0.57 0.76 0.10 -0.426
C -3.650 -0.809 -0.938 0.59 0.71 -0.39 -0.043
C 1.463 0.674 5.609 -1.02 -0.61 -0.45 -0.040
C 1.534 3.617 -3.937 1.62 -0.79 -0.16 -0.235
C 2.265 4.102 2.646 0.30 1.28 -1.70 -0.327
C 4.724 -0.634 1.027 -0.68 0.01 1.38 -0.071
C 2.745 2.820 1.991 -0.07 -0.22 1.06 -0.074
C -0.835 -2.797 -3.810 1.41 -0.55 0.70 -0.402
C 2.868 -3.519 3.123 -0.93 -0.33 0.88 -0.073
C -3.788 3.278 -2.150 -0.40 -0.11 0.95 -0.217
C 1.711 -7.127 -3.714 -0.14 0.27 0.66 -0.097
C 0.444 0.452 -0.154 0.41 0.19 1.24 -0.278
C 2.796 -6.360 -1.847 1.07 -1.02 0.80 -0.249
C 0.411 -2.068 -4.344 1.15 -1.51 -0.75 -0.225
C 8.275 0.506 -0.944 -0.57 -0.40 0.29 -0.104
C -0.244 0.049 -5.303 0.32 -1.50 -0.21 -0.067
C 4.686 0.012 -0.301 0.22 0.97 -1.92 -0.455
C -1.915 -4.089 1.366 0.24 1.63 0.03 -0.393
C -2.521 3.186 -1.351 0.97 -1.14 -0.28 -0.390
C -5.699 4.673 -2.426 -0.48 -0.37 0.09 -0.110
C -3.961 -1.270 -2.373 0.55 1.11 0.77 -0.403
C -5.440 -1.356 -2.523 -0.95 1.04 -1.23 -0.192
C 2.676 -5.475 -0.599 0.29 0.12 -2.19 -0.433
C -0.724 -2.873 -2.271 -0.31 -0.77 -0.31 -0.034
C -2.578 3.088 4.930 0.64 0.53 0.28 -0.055
C -2.222 2.821 3.472 0.10 0.04 0.41 -0.430
C -2.754 -4.990 0.558 -1.07 -0.24 -0.72 -0.097
C 2.387 2.578 -3.199 0.57 0.16 1.48 -0.399
H -2.058 1.306 -2.182 -0.40 -0.51 0.29 0.037
H -3.531 3.371 -3.185 0.19 0.71 -1.04 0.115
H 8.724 -0.230 -0.263 0.02 0.06 -0.09 0.090
H 3.769 -0.411 1.547 0.56 -0.35 0.15 0.078
H 2.815 -0.578 -0.658 -0.07 -0.30 -0.35 0.027
H -2.706 2.796 -0.329 -0.13 0.16 -0.49 0.145
H 3.821 -6.251 -2.295 -0.71 -0.08 0.20 0.145
H -2.346 5.262 -0.738 -0.28 0.05 0.26 0.064
H 2.704 -7.239 -4.168 -0.38 -0.14 -0.46 0.095
H 1.814 2.178 -2.344 -0.09 0.28 -0.22 0.129
H -1.624 4.883 -2.272 0.28 -0.08 0.15 0.086
H 6.361 -1.144 -0.518 0.50 -0.21 -0.48 0.120
H -0.660 -0.781 1.266 -0.12 0.09 0.05 0.067
H -2.520 -3.316 1.879 -0.13 -0.12 -0.25 0.117
H -0.776 2.037 2.264 -0.16 -0.14 0.71 0.048
H 2.241 -3.981 -2.016 -1.03 0.42 -0.48 0.033
H -0.874 -0.168 4.531 0.36 0.40 0.06 0.074
H -1.344 0.002 -5.275 0.34 -0.06 0.35 0.076
H -4.094 -1.471 -0.196 0.24 -0.18 0.01 0.083
H 3.184 4.200 -1.994 0.26 -0.20 0.12 0.072
H -3.036 2.197 3.082 0.29 0.03 -0.36 0.146
H 5.973 -0.269 -2.028 0.18 0.25 0.17 0.128
H 1.576 4.675 4.373 -0.01 0.05 -0.03 0.092
H 0.975 -0.327 1.807 -0.34 -0.25 -0.33 0.067
H 8.864 1.412 -0.941 0.14 0.20 -0.06 0.081
H -3.180 6.549 3.118 -0.57 -0.38 -0.10 0.099
H -3.469 -4.437 -0.058 0.11 0.03 -0.13 0.064
H 4.329 2.820 -2.021 -0.06 -0.35 0.04 0.059
H -2.581 0.825 8.440 0.29 -0.18 -0.12 0.088
H 0.721 -1.645 0.611 0.09 0.38 -0.04 0.058
H -1.912 4.188 1.774 0.68 -0.19 -0.12 0.117
H -0.840 4.336 -0.735 0.02 0.16 -0.21 0.079
H 0.956 1.639 5.545 0.26 0.16 0.36 0.059
H 0.008 -2.327 4.150 -0.13 0.16 0.01 0.042
H 3.479 0.043 -2.024 0.35 -0.44 0.63 0.056
H -0.629 2.010 -0.370 -0.39 0.49 -0.80 0.001
H 0.118 1.036 -5.167 -0.10 1.03 -0.04 0.046
H 8.220 0.063 -1.939 0.33 0.10 -0.19 0.083
H -2.575 -0.680 -0.809 0.18 -0.59 0.17 0.059
H -4.007 0.194 -0.712 -0.52 0.12 -0.26 0.069
H -1.719 -2.285 -4.088 -0.91 0.63 -0.32 0.090
H 3.240 1.597 -4.819 0.05 0.12 -0.03 0.080
H 2.845 -3.036 2.157 -0.30 0.37 -0.21 0.039
H -1.705 4.871 3.438 0.25 0.20 -0.21 0.126
H 1.253 -2.426 -3.736 -0.05 0.23 0.24 0.121
H 2.329 0.677 6.264 0.08 0.29 -0.07 0.083
H -0.269 5.053 -4.827 -0.21 0.29 0.24 0.087
H -7.694 -0.486 -3.581 0.19 -0.39 -0.43 0.081
H 0.746 -2.469 -5.354 -0.92 0.61 0.47 0.136
H 1.580 4.633 1.931 0.38 -0.35 0.49 0.118
H 3.129 4.782 2.792 -0.31 -0.31 0.05 0.116
H -4.273 2.314 -2.094 -0.68 -0.44 0.21 0.105
H -1.375 3.690 -5.324 0.43 0.40 0.26 0.098
H 0.141 3.974 -6.153 0.26 0.14 -0.39 0.086
H 5.583 -0.256 1.612 -0.53 0.01 -0.17 0.100
H -7.860 -0.782 -1.848 -0.23 -0.15 0.19 0.086
H 0.095 -0.324 -6.279 -0.12 0.05 -0.05 0.093
H 0.488 0.553 8.135 -0.15 -0.04 -0.34 0.138
H -2.656 -0.844 9.082 -0.49 0.23 0.39 0.084
H 3.410 2.309 2.679 0.29 -0.11 0.19 0.075
H -4.859 6.058 2.499 0.22 0.27 0.41 0.092
H 1.502 0.751 -0.359 -0.67 -0.36 0.09 0.084
H 0.890 -6.874 -4.385 0.36 -0.09 -0.35 0.082
H 0.129 -3.508 -2.004 0.03 0.21 -0.07 0.066
H 4.515 1.091 -0.193 0.06 0.08 0.15 0.119
H -3.577 -2.280 -2.455 0.30 -0.17 -0.39 0.121
H -0.534 -4.287 2.616 0.12 -0.23 0.60 0.042
H 1.469 4.495 -3.295 -0.29 0.31 -0.07 0.123
H -0.025 0.203 -1.110 0.01 -0.24 0.12 0.088
H 2.062 -1.936 4.426 0.11 -0.43 0.07 0.094
H -1.705 3.563 5.408 -0.21 -0.03 0.00 0.081
H 3.746 -5.164 1.135 -0.07 -0.52 -0.52 0.055
H 2.653 -7.417 -1.535 0.40 0.21 -0.01 0.124
H -0.186 -4.780 -4.024 -0.04 0.41 0.05 0.054
H -1.428 0.261 9.707 0.04 0.03 -0.38 0.090
H 2.084 3.863 -4.866 0.04 0.31 0.24 0.135
H 1.914 2.141 1.838 -0.24 -0.02 -0.41 0.050
H -6.126 5.520 -1.900 -0.15 0.33 -0.34 0.086
H 0.941 -1.238 6.541 0.46 -0.28 0.05 0.128
H -1.580 -3.340 -1.781 -0.22 -0.08 -0.30 0.062
H -1.360 2.459 -2.968 0.35 0.61 -0.01 0.058
H 1.445 -8.045 -3.181 0.05 -0.22 -0.20 0.087
H -3.349 -5.593 1.240 -0.01 -0.22 0.02 0.080
H -7.876 0.856 -2.528 0.05 0.29 0.30 0.081
H -6.483 3.891 -2.446 0.38 0.03 -0.03 0.088
H -5.879 -2.013 -1.775 -0.12 -0.12 0.12 0.124
H -0.614 -1.913 -1.799 0.26 0.57 -0.05 0.056
H 1.856 -3.630 5.054 0.15 0.44 -0.29 0.117
H -1.167 -3.524 0.780 -0.31 -0.15 -0.24 0.102
H -1.364 -1.155 5.703 -0.18 -0.25 0.34 0.083
H 3.888 -3.443 3.494 0.00 0.10 0.27 0.073
H 4.083 3.845 -3.440 0.63 0.27 -0.30 0.065
H -2.167 -5.642 -0.083 0.08 -0.09 -0.01 0.078
H 4.869 -1.710 0.923 -0.25 -0.10 0.01 0.079
H -5.415 4.908 -3.460 -0.07 0.16 0.12 0.090
H 3.310 2.992 1.082 -0.20 0.17 -0.24 0.070
H -3.411 3.802 4.960 0.15 -0.30 0.12 0.083
H -0.108 2.621 3.629 -0.68 0.33 0.19 0.043
H -3.499 6.113 1.414 0.11 -0.16 0.48 0.087
H -3.386 -0.797 -4.311 0.10 0.08 0.44 0.070
H 3.684 -6.754 0.670 -0.19 -0.48 0.29 0.065
H 2.543 -3.336 -0.351 -0.29 0.09 -0.34 0.060
H -0.880 -4.132 -5.379 0.07 0.00 0.10 0.068
H 3.805 -3.750 -1.465 0.30 -0.53 0.36 0.086
H -0.740 1.188 6.988 -0.22 0.41 -0.04 0.109
H 2.658 -4.584 2.976 0.02 0.05 -0.09 0.064
H 1.752 0.502 4.577 0.28 -0.43 -0.09 0.062
H 1.614 -5.609 -0.376 -0.04 -0.04 1.11 0.139
H -3.949 0.451 -3.461 0.26 -0.20 0.10 0.063
H -5.661 -1.757 -3.546 -0.18 0.28 0.65 0.136
H -2.822 2.218 5.520 -0.12 -0.43 -0.01 0.061
H 2.022 0.763 -4.088 0.17 0.05 0.04 0.048
```
Positions in Å, forces in eV/Å.

Output
* Kohn-Sham gap: 9.066 eV
* E_HOMO: -8.57 eV
* SMILES: COC[C@H](C)N.COC[C@H](C)N.COC[C@H](C)N.COC[C@H](C)N.COC[C@H](C)N.COC[C@H](C)N.COC[C@H](C)N.COC[C@H](C)N.CCO.CCO.CCO.CCO
* energy above the lowest of the compared OMol25 structures with the same formula, charge and spin: 0.00 kJ/mol
* largest force on an atom: 0.043 Eh/bohr